No. 1
ORCA calculation (ωB97M-V/def2-TZVPD) on a cluster of 3 separate species, C22H27ClF5NO8S in total in a non-equilibrium geometry.

```
! RIJCOSX wB97M-V def2-TZVPD def2/J DEFGRID3
* xyz 0 1
C 3.962 1.404 -0.585
C 3.606 0.228 -1.087
C 3.154 -1.257 -1.591
C 3.456 -2.229 -0.297
C 2.187 -2.422 0.678
C 1.191 -3.613 0.130
Cl 1.298 -0.880 1.133
O 1.772 -1.326 -2.014
C 1.372 -0.209 -2.825
O 2.033 0.288 -3.796
C -0.092 0.476 -2.562
C -1.335 -0.393 -2.980
C -2.774 0.288 -2.776
C -2.790 1.777 -2.188
C -1.385 2.404 -1.840
N -0.074 1.814 -2.015
S 4.416 -1.744 -2.886
O 4.967 -0.501 -3.595
O 5.635 -2.357 -2.174
C 3.831 -2.982 -4.149
F 2.452 -3.369 -4.054
F 4.629 -4.189 -3.989
C 4.131 -2.485 -5.685
F 3.719 -3.545 -6.599
F 3.352 -1.324 -6.021
F 5.538 -2.251 -5.917
H 4.590 2.242 -0.080
H 3.700 -3.289 -0.727
H 4.429 -1.892 0.233
H 2.614 -2.850 1.679
H 0.892 -4.246 1.066
H 1.766 -4.346 -0.557
H 0.288 -3.121 -0.382
H -1.322 -1.449 -3.425
H -3.764 -0.218 -3.058
H -3.780 2.362 -2.034
H -1.407 3.494 -1.425
O 3.880 -1.115 3.854
C 3.003 -1.125 4.695
O 3.258 -0.690 5.946
C 2.250 -0.450 6.939
C 1.940 -1.714 7.716
C 1.654 -1.708 4.394
H 1.356 -0.002 6.496
H 2.662 0.298 7.621
H 1.527 -2.491 7.069
H 1.221 -1.509 8.513
H 2.852 -2.122 8.161
H 1.659 -2.774 4.629
H 1.455 -1.580 3.326
H 0.839 -1.211 4.916
O -5.378 2.090 -1.399
C -6.065 3.058 -1.126
O -5.553 4.065 -0.394
C -6.193 5.338 -0.210
C -7.142 5.304 0.972
C -7.515 3.109 -1.509
H -6.682 5.673 -1.129
H -5.395 6.057 -0.007
H -7.956 4.593 0.812
H -7.575 6.292 1.147
H -6.615 4.985 1.875
H -8.116 2.669 -0.712
H -7.651 2.521 -2.421
H -7.869 4.111 -1.739
*
```

Results
- SMILES string = C#C[C@@](C[C@H](C)Cl)(OC(=O)c1ccccn1)S(=O)(=O)C(F)(F)C(F)(F)F.CCOC(C)=O.CCOC(C)=O
- electronic energy (Ha) = -2868.4194
- maximum force (eV Å⁻¹) = 9.33
- frontier orbital gap (eV) = 8.64
- highest occupied orbital energy (hartree) = -0.3272


No. 2
ORCA calculation (ωB97M-V/def2-TZVPD) on a structure of composition C24H26Cl5NOP2Pb in a non-equilibrium geometry.

```
! RIJCOSX wB97M-V def2-TZVPD def2/J DEFGRID3
* xyz 2 1
Pb 0.326 1.018 -0.516
Cl -3.496 7.410 0.397
C -2.952 5.788 0.298
C -1.622 5.508 -0.009
Cl -0.509 6.779 -0.294
C -1.206 4.184 -0.091
Cl 0.451 3.855 -0.472
C -2.068 3.097 0.106
O -1.671 1.847 0.032
C -3.404 3.415 0.416
Cl -4.501 2.123 0.675
C -3.844 4.730 0.514
Cl -5.476 5.063 0.900
C -2.982 -0.892 -1.203
P -1.623 -0.866 0.017
C -2.517 -0.764 1.612
C -1.079 -2.658 0.039
C 0.087 -2.875 1.016
P 1.749 -3.108 0.264
C 2.675 -4.214 1.363
C 1.599 -4.066 -1.266
H -3.659 -1.723 -1.009
H -2.591 -0.971 -2.215
H -3.519 0.051 -1.109
H -3.361 -1.454 1.596
H -2.888 0.252 1.727
H -1.863 -1.018 2.444
H -0.820 -2.943 -0.982
H -1.931 -3.270 0.340
H -0.078 -3.774 1.619
H 0.167 -2.032 1.709
H 2.188 -5.190 1.322
H 2.678 -3.850 2.389
H 3.700 -4.314 1.002
H 0.913 -4.892 -1.071
H 2.576 -4.483 -1.511
H 1.231 -3.487 -2.109
N 0.517 1.130 1.963
C 1.231 0.211 2.830
C 0.932 0.191 4.188
C 1.653 -0.611 5.057
C 2.685 -1.396 4.570
C 2.982 -1.386 3.219
C 2.242 -0.612 2.326
C 2.701 -0.510 0.923
C 3.386 0.663 0.592
C 3.979 0.836 -0.646
C 3.884 -0.172 -1.593
C 3.198 -1.338 -1.294
C 2.602 -1.527 -0.044
H 0.856 2.074 2.155
H -0.470 1.150 2.229
H 0.163 0.841 4.582
H 1.434 -0.603 6.114
H 3.276 -1.998 5.243
H 3.846 -1.921 2.852
H 3.511 1.417 1.355
H 4.515 1.747 -0.858
H 4.358 -0.059 -2.555
H 3.133 -2.106 -2.051
*
```

Results
- relative energy (zero: lowest compared OMol25 entry of this formula, charge and spin) (kcal/mol) = 0.0
- electronic energy (Ha) = -4236.2097
- maximum force (eV Å⁻¹) = 1.62
- frontier orbital gap (eV) = 6.93
- highest occupied orbital energy (hartree) = -0.4724


No. 3
ORCA calculation (ωB97M-V/def2-TZVPD) on an isolated molecule of C5H4N2.

```
! RIJCOSX wB97M-V def2-TZVPD def2/J DEFGRID3
* xyz 0 1
C 2.670 -0.146 -0.159
C 1.579 -0.463 0.241
C 0.166 -0.368 0.384
C -0.838 -0.905 -0.396
C -1.860 0.060 -0.345
N -1.549 1.080 0.448
N -0.330 0.789 0.896
H 3.542 0.235 -0.633
H -0.792 -1.820 -0.968
H -2.775 0.086 -0.917
H 0.187 1.453 1.451
*
```

Results
- relative energy (zero: lowest compared OMol25 entry of this formula, charge and spin) (kcal/mol) = 54.1
- SMILES string = C#Cc1ccn[nH]1
- electronic energy (Ha) = -302.3421
- maximum force (eV Å⁻¹) = 0.66
- frontier orbital gap (eV) = 9.89
- highest occupied orbital energy (hartree) = -0.3306


No. 4
ORCA calculation (ωB97M-V/def2-TZVPD) on a structure of composition C23H31AlCl2N4O3 in a non-equilibrium geometry.

```
! RIJCOSX wB97M-V def2-TZVPD def2/J DEFGRID3
* xyz 0 1
O 1.284 -0.325 -2.819
C 0.222 0.282 -2.962
C -0.061 1.695 -3.116
C 0.364 2.729 -2.250
H 0.467 2.565 -1.174
C 0.551 3.965 -2.831
H 1.044 4.762 -2.285
C 0.176 4.173 -4.172
H 0.403 5.110 -4.669
C -0.532 3.182 -4.896
H -0.877 3.340 -5.910
C -0.737 1.966 -4.311
H -1.279 1.124 -4.787
H -0.695 -0.370 -2.871
C -2.739 -1.066 -1.023
C -2.447 0.120 -0.211
H -3.553 -0.957 -1.757
H -2.980 -1.827 -0.343
H -1.920 -1.472 -1.620
C -2.760 1.285 -0.813
C -4.203 1.605 -0.987
H -2.093 2.082 -1.175
H -4.512 1.859 -2.024
H -4.520 2.383 -0.270
H -4.723 0.670 -0.696
Al -1.407 0.020 1.394
Cl -0.110 1.691 1.019
Cl -3.447 0.429 2.282
H 4.685 1.391 -1.693
H 4.776 1.695 0.788
C 3.586 1.383 -1.591
C 3.696 1.559 0.874
N 3.215 0.844 -0.295
H 3.143 0.767 -2.379
C 2.676 -0.405 -0.178
O 2.222 -0.869 0.867
H 3.460 0.986 1.771
H 2.674 -0.957 -1.136
H 3.210 2.410 -1.693
H 3.230 2.544 0.927
H -0.605 -5.162 1.690
H 1.155 -5.446 -0.113
C -1.130 -4.485 1.018
C 0.600 -4.710 -0.712
N -0.157 -3.817 0.164
H -1.671 -3.734 1.576
C -0.031 -2.512 0.144
O -0.754 -1.732 0.893
H 1.302 -4.151 -1.333
H 0.689 -2.121 -0.572
H -1.811 -5.070 0.396
H -0.083 -5.278 -1.362
N 3.472 0.558 5.911
C 2.430 0.292 5.451
C 1.124 -0.038 4.936
C 0.123 -0.452 5.823
C -1.098 -0.863 5.317
C -1.281 -0.854 3.945
N -0.402 -0.259 3.136
C 0.853 0.020 3.569
H 0.312 -0.447 6.892
H -1.935 -1.165 5.922
H -2.193 -1.245 3.497
H 1.603 0.304 2.831
*
```

Results
- relative energy (zero: lowest compared OMol25 entry of this formula, charge and spin) (kcal/mol) = 42.3
- electronic energy (Ha) = -2502.5882
- maximum force (eV Å⁻¹) = 3.72
- frontier orbital gap (eV) = 5.32
- highest occupied orbital energy (hartree) = -0.2105


No. 5
ORCA calculation (ωB97M-V/def2-TZVPD) on a structure of composition C4H7NO2.

```
! RIJCOSX wB97M-V def2-TZVPD def2/J DEFGRID3
* xyz 0 1
C 1.234 -1.289 0.094
C 0.280 -0.132 -0.045
C 0.673 1.172 -0.601
O -0.092 0.247 -1.356
C -0.800 -0.127 0.970
O -0.746 -0.534 2.197
N -1.998 0.205 1.178
H 2.045 -1.180 -0.629
H 1.645 -1.323 1.106
H 0.711 -2.230 -0.101
H 0.143 2.071 -0.287
H 1.702 1.305 -0.930
H -2.667 1.001 -0.557
H -2.128 0.814 -1.039
*
```

Results
- relative energy (zero: lowest compared OMol25 entry of this formula, charge and spin) (kcal/mol) = 145.5
- electronic energy (Ha) = -361.6490
- maximum force (eV Å⁻¹) = 0.53
- frontier orbital gap (eV) = 9.92
- highest occupied orbital energy (hartree) = -0.3686


No. 6
ORCA calculation (ωB97M-V/def2-TZVPD) on a cluster of 10 separate species, C40H46F5N11O2 in total in a non-equilibrium geometry.

```
! RIJCOSX wB97M-V def2-TZVPD def2/J DEFGRID3
* xyz 0 1
C 0.810 4.574 -0.744
C 1.867 4.032 0.258
O 2.846 3.351 -0.517
C 3.793 2.600 0.210
C 3.873 2.971 1.713
C 5.130 3.070 -0.332
N 6.110 3.532 -0.748
C 3.533 1.057 -0.024
C 3.708 0.355 1.295
N 4.001 -0.246 2.244
C 2.029 0.769 -0.345
O 1.698 0.978 -1.715
C 0.347 0.871 -1.948
C -0.410 -0.223 -1.554
C -1.758 -0.316 -1.812
C -2.417 0.707 -2.472
C -1.673 1.806 -2.875
C -0.316 1.879 -2.634
C 4.391 0.348 -1.108
F 4.395 1.000 -2.284
F 3.764 -0.858 -1.369
C 5.819 -0.043 -0.764
C 6.912 0.619 -1.299
C 8.211 0.257 -1.009
C 8.496 -0.818 -0.186
C 7.408 -1.500 0.333
C 7.677 -2.716 1.206
F 7.818 -3.780 0.358
F 8.816 -2.618 1.881
F 6.657 -3.028 2.005
C 6.124 -1.123 0.050
H 0.464 5.563 -0.419
H 1.166 4.556 -1.775
H -0.064 3.915 -0.668
H 1.321 3.409 0.976
H 2.273 4.923 0.761
H 3.986 4.056 1.837
H 2.985 2.666 2.275
H 4.782 2.552 2.162
H 1.792 -0.280 -0.116
H 1.354 1.355 0.312
H 0.089 -1.041 -1.032
H -2.306 -1.198 -1.500
H -3.484 0.641 -2.659
H -2.192 2.606 -3.388
H 0.270 2.729 -2.976
H 6.789 1.459 -1.978
H 9.068 0.770 -1.440
H 9.523 -1.104 0.023
H 5.282 -1.679 0.455
C -4.657 -3.686 -1.443
C -4.331 -2.649 -2.426
N -4.076 -1.837 -3.202
H -5.706 -3.959 -1.531
H -4.046 -4.568 -1.624
H -4.465 -3.318 -0.436
C -2.790 4.969 -0.306
C -2.276 4.884 -1.677
N -1.873 4.818 -2.753
H -3.668 5.599 -0.282
H -3.052 3.977 0.053
H -2.030 5.394 0.347
C 4.427 -4.399 0.073
C 3.416 -4.856 -0.886
N 2.623 -5.216 -1.638
H 4.872 -5.254 0.577
H 5.208 -3.848 -0.447
H 3.966 -3.749 0.815
C 0.632 -0.712 4.086
C 0.483 0.206 2.957
N 0.365 0.928 2.068
H 0.536 -1.740 3.740
H 1.614 -0.580 4.538
H -0.138 -0.510 4.829
C -5.048 -4.637 -6.311
C -5.470 -5.120 -4.994
N -5.802 -5.499 -3.959
H -4.011 -4.308 -6.271
H -5.140 -5.436 -7.044
H -5.675 -3.801 -6.615
C -1.949 -1.869 7.863
C -2.087 -0.964 6.718
N -2.194 -0.249 5.823
H -2.052 -2.901 7.533
H -0.971 -1.735 8.321
H -2.720 -1.651 8.599
C -2.561 3.037 8.422
C -1.282 2.323 8.499
N -0.277 1.771 8.563
H -3.289 2.562 9.077
H -2.425 4.072 8.730
H -2.933 3.015 7.399
C -7.154 3.871 -0.114
C -6.064 4.524 0.618
N -5.208 5.034 1.193
H -8.033 4.512 -0.115
H -6.847 3.684 -1.141
H -7.402 2.925 0.362
C -8.644 -6.433 -6.881
C -8.321 -5.380 -7.851
N -8.061 -4.552 -8.607
H -9.692 -6.710 -6.973
H -8.026 -7.309 -7.069
H -8.456 -6.074 -5.870
*
```

Results
- SMILES string = CCO[C@](C)(C#N)[C@@](C#N)(COc1ccccc1)C(F)(F)c1cccc(C(F)(F)F)c1.CC#N.CC#N.CC#N.CC#N.CC#N.CC#N.CC#N.CC#N.CC#N
- electronic energy (Ha) = -2803.8067
- maximum force (eV Å⁻¹) = 2.08
- frontier orbital gap (eV) = 8.56
- highest occupied orbital energy (hartree) = -0.3033


No. 7
ORCA calculation (ωB97M-V/def2-TZVPD) on a structure of composition C39H61CsN6O2P2STe.

```
! RIJCOSX wB97M-V def2-TZVPD def2/J DEFGRID3
* xyz -2 1
Cs -0.285 -0.818 -0.787
C -0.191 -6.873 2.686
C 0.687 -5.687 3.059
N 1.657 -5.360 2.040
C 1.493 -4.419 1.059
S -0.049 -3.750 0.804
N 2.638 -4.211 0.394
N 2.521 -3.354 -0.636
C 3.585 -3.138 -1.332
C 4.919 -3.780 -1.060
C 3.466 -2.218 -2.484
C 4.572 -1.974 -3.318
C 4.430 -1.155 -4.423
C 3.197 -0.578 -4.682
C 2.171 -0.845 -3.785
N 2.292 -1.622 -2.723
H -0.920 -7.083 3.474
H 0.405 -7.773 2.518
H -0.734 -6.641 1.770
H 1.233 -5.884 3.988
H 0.059 -4.809 3.220
H 2.611 -5.665 2.147
H 4.806 -4.514 -0.268
H 5.661 -3.039 -0.741
H 5.320 -4.276 -1.948
H 5.527 -2.433 -3.106
H 5.274 -0.975 -5.080
H 3.015 0.050 -5.545
H 1.189 -0.415 -3.946
C 3.069 -1.268 3.753
C 2.269 -0.934 2.496
C 3.232 -0.456 1.405
P 0.855 0.290 2.570
C 1.268 1.407 4.014
C 0.945 0.865 5.402
C 0.592 2.763 3.805
C -0.551 -0.692 3.211
C -0.401 -1.879 3.915
C -1.482 -2.626 4.361
C -2.759 -2.179 4.037
C -2.950 -1.013 3.327
C -1.861 -0.202 2.909
N -1.969 0.925 2.167
C -3.122 1.619 2.029
C -4.064 1.813 3.080
C -5.198 2.575 2.917
C -5.481 3.198 1.701
C -4.564 3.051 0.671
C -3.400 2.296 0.801
P -2.182 2.100 -0.543
C -1.417 3.790 -0.702
C -2.308 5.018 -0.544
C -0.272 3.859 0.309
C -3.143 1.854 -2.125
C -3.736 3.023 -2.910
C -4.195 0.765 -1.919
H 3.860 -1.984 3.508
H 2.469 -1.703 4.552
H 3.554 -0.374 4.158
H 1.785 -1.847 2.125
H 3.777 0.439 1.732
H 2.714 -0.183 0.485
H 3.966 -1.234 1.173
H 2.354 1.551 3.928
H -0.121 0.650 5.489
H 1.207 1.605 6.167
H 1.477 -0.059 5.625
H -0.489 2.642 3.698
H 0.952 3.246 2.896
H 0.787 3.426 4.655
H 0.597 -2.254 4.105
H -1.332 -3.555 4.896
H -3.627 -2.765 4.324
H -3.954 -0.718 3.053
H -3.859 1.352 4.038
H -5.877 2.692 3.757
H -6.381 3.785 1.565
H -4.760 3.541 -0.275
H -1.001 3.782 -1.719
H -2.753 5.036 0.453
H -3.122 5.052 -1.268
H -1.714 5.932 -0.661
H -0.675 3.810 1.323
H 0.285 4.798 0.212
H 0.417 3.017 0.213
H -2.373 1.412 -2.772
H -4.577 3.486 -2.388
H -4.110 2.658 -3.871
H -2.999 3.800 -3.122
H -5.091 1.175 -1.448
H -3.837 -0.042 -1.274
H -4.466 0.316 -2.877
C -0.330 1.004 -5.795
Te -1.518 -0.818 -5.003
C -2.983 -0.207 -6.449
H -0.919 1.870 -5.481
H -0.186 1.041 -6.879
H 0.654 1.062 -5.323
H -2.545 -0.368 -7.431
H -3.215 0.849 -6.317
H -3.880 -0.807 -6.312
O -4.324 -2.173 -4.489
N -3.183 -2.218 -4.096
C 4.524 1.821 -2.398
O 3.505 1.184 -1.593
C 2.242 1.494 -1.621
C 1.869 2.613 -2.543
H 4.251 1.780 -3.450
H 5.422 1.234 -2.226
H 4.679 2.850 -2.076
H 2.637 3.329 -2.845
H 1.016 3.133 -2.111
H 1.476 2.119 -3.443
*
```

Results
- electronic energy (Ha) = -3370.5632
- maximum force (eV Å⁻¹) = 0.38
- frontier orbital gap (spin up / spin down) (eV) = 3.91 / 3.91
- highest occupied orbital energy (spin up / spin down) (hartree) = -0.0195 / -0.0195